[1]
This record from the OMol25 dataset describes a molecular structure, C4H8O2 at a distorted geometry. The level of theory is wB97M-V/def2-TZVPD.

Each line ends with the Mulliken charge.
CARTESIAN COORDINATES (ANGSTROEM)
O (2.09, -1.18, -0.70)  -0.50
C (1.49, 0.08, -0.79)  -0.64
C (0.35, 0.22, 0.19)  0.07
C (-0.91, 1.06, -0.15)  -0.59
C (-0.92, -0.40, -0.14)  0.48
O (-1.47, -1.42, -0.51)  -0.56
H (1.40, -1.83, -0.84)  0.34
H (1.11, 0.28, -1.81)  0.27
H (2.27, 0.80, -0.58)  0.31
H (0.66, 0.23, 1.22)  0.31
H (-0.94, 1.55, -1.11)  0.25
H (-1.39, 1.61, 0.64)  0.24
H (-1.73, -0.23, 2.62)  0.06
H (-1.96, -0.79, 2.12)  -0.05

E_HOMO = -9.480 eV
HOMO-LUMO gap = 0.374 Ha
2S+1 = 1
Energy above the lowest of the compared OMol25 structures with the same formula, charge and spin = 81.7 kcal per mole

[2]
This record from the OMol25 dataset describes C6H12N2 in the gas phase at a distorted geometry. The level of theory is wB97M-V/def2-TZVPD.

Each line ends with the Mulliken charge.
CARTESIAN COORDINATES (ANGSTROEM)
C (1.94, 0.85, -0.10)  -0.71
C (1.86, -0.95, -0.29)  -0.78
C (0.32, -1.01, -0.07)  -0.06
C (-1.34, -1.40, 0.16)  -0.45
N (-1.91, -0.10, -0.29)  -0.42
C (-1.37, 1.46, 0.00)  -0.65
C (0.40, 1.17, -0.08)  -0.05
N (0.15, 0.07, 0.82)  -0.57
H (2.30, 0.93, 0.85)  0.42
H (2.78, 1.18, -0.87)  0.28
H (1.95, -1.52, -1.25)  0.35
H (2.48, -1.36, 0.49)  0.32
H (0.04, -0.86, -1.05)  0.26
H (-2.05, -2.14, -0.38)  0.36
H (-1.35, -1.35, 1.36)  0.18
H (-2.27, 0.09, -1.32)  0.29
H (-1.56, 1.62, 0.95)  0.41
H (-1.70, 1.94, -0.86)  0.41
H (0.12, 0.84, -1.12)  0.12
H (0.69, 0.03, 1.75)  0.29

E_HOMO = -7.835 eV
HOMO-LUMO gap = 0.321 Ha
2S+1 = 1
Energy above the lowest of the compared OMol25 structures with the same formula, charge and spin = 261.3 kcal per mole

[3]
This record from the OMol25 dataset describes 3 unconnected molecules or ions with the total composition H6O3 at a distorted geometry. The level of theory is wB97M-V/def2-TZVPD.

Each line ends with the Mulliken charge.
CARTESIAN COORDINATES (ANGSTROEM)
O (0.19, 0.41, 0.39)  -0.66
H (-0.33, -0.30, 0.77)  0.31
H (-0.43, 0.91, -0.13)  0.35
O (2.80, -0.41, 0.46)  -0.63
H (1.86, -0.59, 0.42)  0.36
H (2.97, 0.16, -0.29)  0.29
O (-2.02, 0.14, -0.53)  -0.61
H (-2.19, -0.76, -0.24)  0.29
H (-2.86, 0.45, -0.85)  0.29

E_HOMO = -10.464 eV
HOMO-LUMO gap = 0.394 Ha
2S+1 = 1
Energy above the lowest of the compared OMol25 structures with the same formula, charge and spin = 18.7 kcal per mole

[4]
This record from the OMol25 dataset describes a molecular structure, C45H32Cl5F2N6S2V at a distorted geometry. The level of theory is wB97M-V/def2-TZVPD.

Each line ends with the Löwdin spin population.
CARTESIAN COORDINATES (ANGSTROEM)
V (-1.05, -0.12, -0.58)  1.20
F (0.28, 2.89, 3.83)  0.02
C (-0.67, 2.29, 3.07)  0.06
C (-0.30, 1.52, 1.99)  0.00
C (-1.26, 0.90, 1.18)  0.06
C (-2.64, 1.04, 1.53)  0.03
C (-2.94, 1.88, 2.61)  0.04
F (-4.24, 2.14, 2.95)  0.01
C (-2.00, 2.51, 3.39)  -0.01
C (-3.60, 0.29, 0.75)  0.18
C (-4.96, 0.12, 1.06)  0.01
C (-5.79, -0.62, 0.25)  0.17
C (-5.25, -1.19, -0.94)  0.08
C (-3.92, -1.04, -1.18)  0.05
N (-3.06, -0.35, -0.38)  0.20
H (0.76, 1.41, 1.78)  0.00
H (-2.29, 3.15, 4.21)  0.00
H (-5.35, 0.55, 1.97)  0.00
H (-6.84, -0.75, 0.51)  0.01
H (-5.86, -1.76, -1.63)  0.00
H (-3.49, -1.48, -2.07)  0.00
N (-1.42, -1.44, 3.23)  0.01
C (-1.72, -2.28, 2.20)  0.01
N (-1.47, -2.07, 0.94)  0.01
C (-1.94, -3.11, 0.15)  0.00
C (-2.57, -4.10, 0.80)  0.00
S (-2.60, -3.76, 2.49)  0.01
C (-1.63, -3.06, -1.29)  0.00
C (-1.76, -4.06, -2.17)  0.00
S (-1.07, -3.60, -3.69)  0.00
C (-0.65, -2.06, -3.02)  0.01
N (-1.04, -1.90, -1.78)  0.00
N (-0.06, -1.10, -3.77)  0.00
H (-0.90, -0.61, 2.95)  0.00
H (-1.13, -1.86, 4.09)  0.00
H (-2.99, -5.01, 0.41)  0.00
H (-2.14, -5.06, -2.01)  0.00
H (0.70, -1.43, -4.35)  0.00
H (0.22, -0.29, -3.21)  0.00
C (3.53, -1.61, 5.48)  0.00
C (2.65, -2.53, 4.92)  0.00
C (2.07, -2.27, 3.68)  0.00
C (2.37, -1.11, 2.96)  0.00
C (3.23, -0.18, 3.56)  0.00
C (3.80, -0.43, 4.80)  0.00
C (1.77, -0.98, 1.61)  0.00
C (2.26, -0.43, 0.50)  0.00
C (3.60, 0.25, 0.49)  0.00
C (4.73, -0.54, 0.24)  0.00
C (5.99, 0.02, 0.15)  0.00
C (6.16, 1.39, 0.32)  0.00
C (5.04, 2.19, 0.56)  0.00
C (3.78, 1.62, 0.65)  0.00
H (3.99, -1.81, 6.44)  0.00
H (2.42, -3.45, 5.44)  0.00
H (1.39, -2.99, 3.24)  0.00
H (3.44, 0.76, 3.06)  0.00
H (4.46, 0.31, 5.24)  0.00
H (0.84, -1.52, 1.49)  0.00
H (4.59, -1.61, 0.10)  0.00
H (6.85, -0.61, -0.07)  0.00
H (7.14, 1.84, 0.25)  0.00
H (5.16, 3.26, 0.67)  0.00
H (2.91, 2.25, 0.84)  0.00
C (-0.67, 3.82, -0.31)  0.00
C (-1.33, 3.67, -1.66)  -0.01
C (-1.64, 4.80, -2.40)  0.00
C (-2.27, 4.72, -3.63)  -0.01
C (-2.61, 3.47, -4.11)  0.00
C (-2.33, 2.31, -3.40)  -0.01
C (-2.80, 0.99, -3.95)  0.00
C (-1.64, 2.39, -2.17)  -0.01
N (-1.25, 1.25, -1.48)  -0.12
H (0.09, 4.61, -0.34)  0.00
H (-0.20, 2.89, -0.01)  0.00
H (-1.41, 4.08, 0.45)  0.00
H (-1.38, 5.77, -1.99)  0.00
H (-2.48, 5.62, -4.21)  0.00
H (-3.13, 3.38, -5.07)  0.00
H (-3.03, 1.07, -5.01)  0.00
H (-3.70, 0.67, -3.43)  0.00
H (-2.05, 0.21, -3.81)  0.00
Cl (1.32, -3.47, -0.25)  0.00
C (1.89, -2.17, -1.28)  0.00
C (1.63, -0.72, -0.87)  -0.01
C (2.16, 0.18, -1.98)  0.00
Cl (1.72, 1.88, -1.95)  0.00
C (2.91, -0.24, -3.03)  0.00
Cl (3.48, 0.92, -4.23)  0.00
C (3.19, -1.61, -3.28)  -0.01
Cl (4.44, -2.08, -4.43)  0.00
C (2.64, -2.54, -2.36)  0.00
Cl (2.91, -4.24, -2.71)  0.00

E_HOMO (spin up / spin down) = 0.332 / -0.018 eV
HOMO-LUMO gap (spin up / spin down) = 0.125 / 0.136 Ha
2S+1 = 3
⟨S²⟩ = 2.059
Total charge = -2

[5]
This record from the OMol25 dataset describes 4 unconnected molecules or ions with the total composition C3H14O4 at a distorted geometry. The level of theory is wB97M-V/def2-TZVPD.

Each line ends with the Mulliken charge.
CARTESIAN COORDINATES (ANGSTROEM)
C (-1.48, 0.45, 0.80)  -1.31
C (-0.01, 0.92, 0.86)  0.80
C (0.18, 2.37, 1.28)  -1.20
O (0.64, 0.01, 1.81)  -0.65
H (-2.12, 1.32, 0.80)  0.44
H (-1.68, -0.07, -0.14)  0.31
H (-1.70, -0.15, 1.68)  0.28
H (0.41, 0.69, -0.12)  0.07
H (-0.72, 2.78, 1.72)  0.33
H (0.93, 2.41, 2.07)  0.32
H (0.51, 2.97, 0.44)  0.31
H (1.58, 0.18, 1.85)  0.30
O (0.51, -2.52, 0.36)  -0.67
H (0.43, -1.61, 0.72)  0.41
H (0.84, -3.03, 1.11)  0.27
O (0.57, 0.91, -2.53)  -0.63
H (1.19, 1.48, -3.00)  0.31
H (1.06, 0.07, -2.50)  0.31
O (-0.66, -2.88, -2.63)  -0.63
H (-0.32, -2.58, -1.79)  0.31
H (-0.18, -3.71, -2.77)  0.32

E_HOMO = -10.610 eV
HOMO-LUMO gap = 0.410 Ha
2S+1 = 1
Energy above the lowest of the compared OMol25 structures with the same formula, charge and spin = 16.1 kcal per mole

[6]
This record from the OMol25 dataset describes a molecular structure, C19H29CoO at a distorted geometry. The level of theory is wB97M-V/def2-TZVPD.

Each line ends with the Löwdin spin population.
CARTESIAN COORDINATES (ANGSTROEM)
Co (0.42, 0.24, 0.48)  1.76
C (-1.48, 0.85, 2.06)  0.07
C (-2.29, 0.12, 1.14)  0.08
C (-1.67, -1.12, 0.87)  0.06
H (-3.26, 0.43, 0.79)  0.00
C (-0.44, -1.19, 1.62)  -0.01
C (-0.32, 0.06, 2.37)  -0.01
H (0.37, 0.26, 3.19)  0.00
H (-1.75, 1.79, 2.54)  0.00
H (-2.08, -1.93, 0.26)  0.00
H (0.14, -2.10, 1.77)  0.00
C (1.83, 1.35, -0.47)  0.03
C (2.13, 1.16, 0.92)  0.02
C (2.20, -0.26, 1.13)  0.05
H (2.28, 1.92, 1.66)  0.00
C (1.92, -0.93, -0.08)  0.02
C (1.70, 0.05, -1.09)  0.02
H (1.51, -0.15, -2.14)  0.00
H (1.72, 2.30, -0.97)  0.00
H (2.46, -0.75, 2.10)  0.01
H (1.98, -2.02, -0.25)  0.01
O (-2.49, 0.25, -2.08)  0.28
C (-0.05, -4.12, -2.45)  0.07
C (-1.18, -3.53, -2.90)  0.06
C (-0.05, -4.61, -1.05)  0.01
C (1.22, -3.75, -3.08)  0.01
C (-2.39, -0.87, -2.63)  0.31
H (-2.06, -3.54, -2.31)  0.03
H (-1.17, -3.03, -3.83)  0.04
H (-1.81, -1.00, -3.55)  0.08
H (-2.96, -1.70, -2.25)  0.08
H (0.24, -5.68, -0.87)  0.00
H (-1.03, -4.41, -0.60)  0.00
H (0.63, -3.92, -0.53)  0.00
H (1.77, -4.53, -3.66)  0.00
H (1.83, -3.39, -2.24)  0.00
H (1.05, -2.85, -3.71)  0.00
C (-2.58, 3.90, -2.00)  0.05
C (-1.22, 3.19, -2.06)  0.07
C (0.01, 4.08, -2.35)  0.00
C (-1.21, 2.60, -0.68)  0.66
H (-2.69, 4.45, -1.05)  0.00
H (-3.33, 3.11, -2.01)  0.00
H (-2.78, 4.58, -2.82)  0.01
H (-1.24, 2.44, -2.84)  0.01
H (0.35, 4.64, -1.46)  0.00
H (0.83, 3.46, -2.69)  0.00
H (-0.15, 4.80, -3.14)  0.00
H (-2.13, 1.98, -0.44)  0.03
H (-0.96, 3.35, 0.06)  0.04

E_HOMO (spin up / spin down) = 2.609 / -0.323 eV
HOMO-LUMO gap (spin up / spin down) = 0.101 / 0.207 Ha
2S+1 = 5
⟨S²⟩ = 6.050
Energy above the lowest of the compared OMol25 structures with the same formula, charge and spin = 0.0 kcal per mole
Total charge = -2

Number 1: E_tot -8369.7370 eV. Number 2: E_tot -9385.5182 eV. Number 3: E_tot -6239.4433 eV. Number 4: E_tot -171531.1119 eV. Number 5: E_tot -11527.9122 eV. Number 6: E_tot -59838.7545 eV.